{
  "formula": "C8H6NP",
  "method": "wB97M-V/def2-TZVPD",
  "homo_ev": -9.12,
  "energy_ev": -19169.548,
  "smiles": "N#C/C=P/c1ccccc1",
  "gap_ev": 7.737,
  "de_lowest_kj_mol": 0.0,
  "species": ["C", "C", "C", "C", "C", "C", "C", "C", "N", "P", "H", "H", "H", "H", "H", "H"],
  "xyz": [[4.11749, 0.10977, -0.55112], [-2.54806, -0.09003, -0.14325], [-2.28959, 0.47086, 1.12303], [-1.57923, -0.56007, -1.00878], [-0.95477, 0.51072, 1.49934], [-0.29267, -0.63198, -0.55110], [0.07486, 0.02079, 0.68598], [2.76759, 0.19835, -0.49350], [5.25233, 0.02451, -0.61343], [1.89267, 0.03003, 1.06435], [-3.60403, -0.17393, -0.57754], [-3.08271, 1.05995, 1.64856], [-1.75155, -1.27399, -1.88828], [-0.69623, 0.94704, 2.45560], [0.47001, -0.84819, -1.27447], [2.22388, 0.20618, -1.37541]]
}


{
  "formula": "C8H71F2N2O37PS3",
  "method": "wB97M-V/def2-TZVPD",
  "homo_ev": -8.03,
  "energy_ev": -135415.612,
  "gap_ev": 6.091,
  "species": ["O", "S", "O", "F", "C", "C", "C", "C", "N", "C", "P", "S", "C", "N", "C", "C", "S", "O", "O", "F", "H", "H", "H", "H", "H", "O", "H", "H", "O", "H", "H", "O", "H", "H", "O", "H", "H", "O", "H", "H", "O", "H", "H", "O", "H", "H", "O", "H", "H", "O", "H", "H", "O", "H", "H", "O", "H", "H", "O", "H", "H", "O", "H", "H", "O", "H", "H", "O", "H", "H", "O", "H", "H", "O", "H", "H", "O", "H", "H", "O", "H", "H", "O", "H", "H", "O", "H", "H", "O", "H", "H", "O", "H", "H", "O", "H", "H", "O", "H", "H", "O", "H", "H", "O", "H", "H", "O", "H", "H", "O", "H", "H", "O", "H", "H", "O", "H", "H", "O", "H", "H", "O", "H", "H"],
  "xyz": [[0.39756, 3.35786, 0.46989], [-0.59578, 2.50648, -0.10842], [-1.89084, 3.08342, -0.16903], [-0.07365, 2.18226, -1.52280], [-0.63956, 0.99686, 0.83810], [0.25432, 0.99375, 1.91210], [0.27170, -0.10725, 2.73503], [-0.56242, -1.21410, 2.53142], [-0.46003, -2.26157, 3.39523], [-1.21592, -3.25729, 3.09202], [-1.00320, -4.79180, 4.12326], [0.73877, -4.70641, 5.01149], [-2.15921, -3.25078, 2.01514], [-2.31094, -2.24008, 1.22177], [-1.45848, -1.19995, 1.45332], [-1.49226, -0.08351, 0.58616], [-2.64095, -0.14967, -0.73703], [-2.28839, 0.75646, -1.77832], [-3.96951, -0.12040, -0.25455], [-2.43487, -1.55384, -1.36976], [0.88688, 1.83540, 2.09188], [0.95123, -0.12042, 3.57221], [-1.00408, -5.85826, 3.21141], [-2.04852, -4.90888, 5.03921], [-2.79398, -4.11054, 1.86112], [0.46446, -3.17606, 0.08305], [1.30582, -2.70370, 0.07403], [-0.07530, -2.70042, -0.55915], [2.04551, -1.26780, 5.58285], [2.46685, -2.07706, 5.89959], [1.17703, -1.58598, 5.30287], [1.75813, -5.52372, 1.23369], [2.62462, -5.80804, 0.92524], [1.48277, -4.86157, 0.58524], [0.25249, 6.29571, -1.23770], [0.58848, 5.44963, -0.91502], [-0.65400, 6.10478, -1.50389], [2.56108, -4.20700, 7.38606], [3.13720, -4.63398, 8.02698], [1.69283, -4.60501, 7.51602], [-0.08508, -7.22672, 1.91947], [0.71353, -6.73040, 1.67697], [-0.40080, -7.62272, 1.09806], [-3.63056, 1.47321, -4.43764], [-3.08379, 1.02140, -3.78772], [-3.84749, 0.78881, -5.08081], [-0.88145, -9.64004, 0.62303], [-0.29878, -10.03587, 1.27931], [-1.72909, -10.07482, 0.75460], [-5.35645, -1.06399, 2.60805], [-6.19391, -0.58666, 2.64644], [-5.08243, -0.98679, 1.68783], [-7.92607, 0.78028, 2.38623], [-8.37695, 1.49268, 2.84928], [-8.63465, 0.25799, 1.99756], [-4.69619, 4.17343, -4.63358], [-4.38400, 3.30523, -4.33738], [-5.59621, 4.00810, -4.93296], [-4.03939, -1.57053, -5.28674], [-3.52129, -2.04164, -4.62407], [-4.94262, -1.87556, -5.14253], [3.03818, 6.04927, -1.56119], [2.33362, 6.68736, -1.74225], [3.52747, 5.99350, -2.39411], [5.58571, 6.42810, -0.23410], [5.75132, 5.57355, 0.17901], [4.72936, 6.31759, -0.68609], [3.07366, 2.76458, 1.69760], [3.90184, 3.24724, 1.77204], [2.56426, 3.25455, 1.04098], [-0.31913, 3.34620, 3.62141], [0.48579, 3.87853, 3.64346], [-0.87192, 3.78788, 2.96618], [8.21909, 5.16460, -0.89649], [7.44190, 5.74232, -0.86081], [8.94687, 5.76372, -1.09450], [1.97728, -5.81958, -1.73218], [2.27336, -6.70501, -1.48986], [1.04744, -5.92761, -1.95245], [6.20841, 4.90900, -3.37292], [7.01490, 4.74831, -2.86721], [6.53498, 5.25730, -4.21053], [-3.58599, -6.56737, 5.19942], [-3.18621, -7.38506, 5.51404], [-4.46693, -6.82524, 4.91025], [0.03542, -0.76982, -2.88083], [-0.76824, -0.25496, -2.73469], [0.68407, -0.10886, -3.14629], [3.25821, 8.60232, 1.00122], [3.61771, 9.33472, 0.49267], [3.78512, 7.84318, 0.73038], [-7.21991, 3.66885, -3.09324], [-6.34483, 3.93520, -2.78696], [-7.30134, 2.74956, -2.82309], [-2.40954, -3.92135, -5.76132], [-1.59280, -3.41980, -5.66212], [-2.88786, -3.46126, -6.45791], [1.26655, -0.75024, -5.73251], [0.92555, 0.14939, -5.75300], [1.16600, -1.02982, -4.81663], [-0.32129, 5.01987, 6.47866], [0.27812, 4.46873, 6.99009], [-0.60893, 4.45127, 5.75467], [4.25740, 6.63734, -4.89577], [4.78490, 6.05812, -4.33791], [3.99134, 6.08484, -5.63663], [-4.70755, -4.98060, 1.19487], [-5.52326, -4.46909, 1.21709], [-4.41309, -4.92382, 0.27977], [4.73958, -6.66805, -1.09186], [5.61015, -6.95032, -1.38689], [4.47236, -5.99527, -1.72875], [-5.16849, -0.42613, -7.77404], [-4.61123, -0.88072, -7.13161], [-5.38760, -1.09296, -8.43095], [10.56320, 3.08737, -1.41525], [9.80396, 3.67924, -1.36522], [11.30934, 3.65513, -1.62753], [1.24517, 5.86372, -4.16145], [0.92155, 6.76906, -4.15046], [1.14315, 5.57116, -3.24959], [-0.41503, -1.75842, 7.30261], [0.21647, -1.24851, 7.82016], [-1.15971, -1.16348, 7.17180]]
}


{
  "formula": "C8H7Cl2N",
  "method": "wB97M-V/def2-TZVPD",
  "homo_ev": -8.29,
  "energy_ev": -34941.596,
  "smiles": "ClC1(Cl)CN1c1ccccc1",
  "gap_ev": 8.708,
  "de_lowest_kj_mol": 8.3,
  "species": ["C", "C", "C", "C", "C", "C", "C", "C", "N", "Cl", "Cl", "H", "H", "H", "H", "H", "H", "H"],
  "xyz": [[2.53785, 0.97805, 0.26895], [2.12602, 0.09405, -0.76996], [1.69291, 1.22775, 1.32723], [0.81454, -0.33714, -0.72194], [0.44336, 0.67589, 1.39094], [-0.04376, -0.12840, 0.39001], [-1.92480, -1.51734, -0.51786], [-2.59937, -0.20043, -0.58704], [-1.28350, -0.71817, 0.54367], [-2.43355, 1.03110, -1.76550], [-3.99033, -0.12246, 0.43173], [3.39795, 1.57611, 0.31429], [2.73356, 0.02423, -1.62230], [2.06915, 1.84882, 2.16395], [0.42091, -1.14943, -1.50856], [-0.06817, 0.89034, 2.30271], [-2.58915, -2.26508, -0.21786], [-1.30362, -1.90788, -1.42245]]
}